(1)
Formula: C3H4ClFS
Source: OMol25
Level of theory: ωB97M-V/def2-TZVPD

Calculated values
E_LUMO ... 0.604 eV
Frontier orbital gap ... 10.2 eV
ΔE to the lowest compared entry with this formula, charge and spin ... 3.238 eV
Max |F| ... 8.66 eV Å⁻¹

Last column: Mulliken charge in e.
Element x y z (Å)
F: 0.6728 -1.7353 -0.3576  -0.24
C: 0.1864 -0.5401 -0.6629  0.86
Cl: -0.9836 -0.8711 -1.9673  -0.21
C: 0.9882 0.7846 -0.2854  -0.76
C: -0.3849 0.2690 0.1846  -0.55
S: -0.4215 0.0880 1.9483  -0.23
H: 1.2067 1.6293 -1.0823  0.26
H: 1.7829 0.0485 0.3152  0.26
H: -1.2195 0.7365 -0.1361  0.47
H: -1.8274 -0.4094 2.0436  0.14

Atoms 1-2, force components in eV/Å:
F 1.1148 -0.7230 0.7814
C 1.6161 -3.4817 -5.7224



(2)
Formula: C33H46GeIrN8O
Source: OMol25
Level of theory: ωB97M-V/def2-TZVPD

Calculated values
Expectation value of S² ... 8.78
2S+1 ... 6
E_LUMO (spin up / spin down) ... -4.215 / -8.493 eV
Frontier orbital gap (spin up / spin down) ... 8.2 / 5.3 eV
ΔE to the lowest compared entry with this formula, charge and spin ... 0.663 eV
Net charge ... +2
Max |F| ... 0.83 eV Å⁻¹

Last column: Löwdin spin population.
Element x y z (Å)
Ir: 0.0529 -0.0048 -0.1039  2.42
C: 6.5125 -1.0417 -2.3765  0.00
C: 5.7925 -0.2340 -3.4571  0.00
C: 5.7843 1.2603 -3.1422  0.00
C: 4.3769 -0.7414 -3.7416  0.00
N: 3.3851 -0.3556 -2.7065  0.01
C: 2.3688 0.4990 -2.8121  0.01
N: 1.7729 0.5660 -1.6466  0.08
N: 2.4478 -0.2906 -0.8344  0.03
N: 3.4148 -0.8552 -1.4658  0.01
H: 7.5186 -0.6457 -2.2240  0.00
H: 6.6077 -2.0932 -2.6611  0.00
H: 5.9878 -0.9940 -1.4201  0.00
H: 6.3182 -0.3847 -4.4028  0.00
H: 5.3119 1.4580 -2.1728  0.00
H: 5.2622 1.8409 -3.9112  0.00
H: 6.8059 1.6371 -3.0839  0.00
H: 4.3532 -1.8241 -3.8305  0.00
H: 4.0038 -0.3098 -4.6672  0.00
H: 2.1063 1.0450 -3.7073  0.00
C: -1.7220 0.0599 -1.0780  0.82
Ge: -3.2792 -0.8388 -0.4291  0.18
C: -4.9189 -0.3841 -1.3776  0.19
C: -5.9183 -1.3591 -1.5693  0.07
C: -6.9657 -1.0772 -2.4236  0.01
C: -7.0672 0.1909 -3.0076  0.10
C: -6.1117 1.1836 -2.7589  0.01
C: -5.0536 0.9156 -1.9140  0.07
C: -3.0522 -2.7333 -0.1541  0.02
C: -3.3279 -3.6571 -1.1647  0.00
C: -3.0922 -5.0119 -0.9616  0.00
C: -2.5790 -5.4550 0.2512  0.00
C: -2.2903 -4.5426 1.2598  0.00
C: -2.5193 -3.1871 1.0556  0.00
C: -4.0309 -0.0124 1.2036  0.22
C: -4.6699 -0.8173 2.1721  0.07
C: -4.9521 -0.2688 3.4062  0.02
C: -4.7088 1.0933 3.6341  0.11
C: -4.1627 1.9118 2.6379  0.01
C: -3.8620 1.3756 1.4045  0.08
H: -1.7688 0.3861 -2.1188  0.08
H: -5.8553 -2.3281 -1.0876  0.00
H: -7.7136 -1.8345 -2.6275  0.00
H: -7.9173 0.4177 -3.6401  0.00
H: -6.2061 2.1610 -3.2175  0.00
H: -4.3146 1.6820 -1.7076  0.01
H: -3.7209 -3.3274 -2.1205  0.00
H: -3.3133 -5.7219 -1.7483  0.00
H: -2.4047 -6.5119 0.4108  0.00
H: -1.8923 -4.8898 2.2068  0.00
H: -2.2735 -2.4831 1.8410  0.00
H: -4.8949 -1.8587 1.9751  0.00
H: -5.3785 -0.8875 4.1857  0.00
H: -4.9823 1.5285 4.5887  0.01
H: -3.9850 2.9636 2.8310  0.00
H: -3.4345 1.9987 0.6274  0.01
C: -0.5007 -0.4427 3.5660  0.00
C: 0.7043 -1.0800 2.9204  0.01
O: 0.3521 -1.5315 1.5880  0.11
C: 1.1535 -2.6507 1.1248  0.01
C: 0.5730 -3.1976 -0.1646  0.04
H: -0.1990 0.0501 4.4936  0.00
H: -1.2508 -1.1969 3.8119  0.00
H: -0.9496 0.3122 2.9140  0.00
H: 1.0272 -1.9499 3.4909  0.00
H: 1.5491 -0.3937 2.8490  0.00
H: 1.1157 -3.4124 1.9014  0.00
H: 2.1878 -2.3293 1.0090  0.00
H: -0.2772 -3.8550 0.0238  0.00
H: 1.3384 -3.7478 -0.7151  0.00
H: 0.2097 -2.3963 -0.8233  0.03
C: -0.2172 6.0268 -0.8411  0.00
C: -0.2183 6.4366 0.6291  0.00
C: -1.6343 6.4941 1.1982  0.00
C: 0.7150 5.5475 1.4529  0.00
N: 0.3837 4.1110 1.3726  0.00
C: 0.8885 3.1821 0.5766  0.01
N: 0.2628 2.0573 0.8199  0.09
N: -0.6511 2.3190 1.7958  0.01
N: -0.5830 3.5576 2.1298  0.00
H: -0.8156 6.7242 -1.4280  0.00
H: -0.6556 5.0306 -0.9768  0.00
H: 0.7937 6.0228 -1.2640  0.00
H: 0.2260 7.4309 0.7114  0.00
H: -2.0965 5.5030 1.2177  0.00
H: -2.2596 7.1416 0.5810  0.00
H: -1.6428 6.8895 2.2171  0.00
H: 0.6905 5.8181 2.5049  0.00
H: 1.7373 5.6428 1.0945  0.00
H: 1.6852 3.3392 -0.1349  0.00

Atoms 1-2, force components in eV/Å:
Ir -0.7989 -0.1980 -0.1140
C -0.0064 -0.0009 -0.0313



(3)
Formula: C25H15Br2CoF5N5S2
Source: OMol25
Level of theory: ωB97M-V/def2-TZVPD

Calculated values
Expectation value of S² ... 3.79
2S+1 ... 4
E_LUMO (spin up / spin down) ... -2.707 / -3.801 eV
Frontier orbital gap (spin up / spin down) ... 6.6 / 6.9 eV
ΔE to the lowest compared entry with this formula, charge and spin ... 4.761 eV
Net charge ... +1
Max |F| ... 0.56 eV Å⁻¹

Last column: Löwdin spin population.
Element x y z (Å)
Co: 0.1767 -0.6014 -0.0574  1.90
C: 0.6985 0.1850 5.1360  0.00
N: 1.7015 0.3324 4.0860  0.00
C: 2.9484 0.9177 4.2391  0.00
C: 3.5620 0.8664 3.0535  0.00
N: 2.6793 0.2449 2.1576  0.00
C: 1.5200 -0.0786 2.8147  0.01
S: 0.1230 -0.8440 2.2589  0.03
C: 3.0653 -0.0328 0.8128  0.00
C: 4.3985 -0.3380 0.5751  0.00
C: 4.8316 -0.4632 -0.7302  0.00
C: 3.9270 -0.2580 -1.7586  0.00
C: 2.6166 0.0069 -1.4244  0.00
N: 2.1618 0.0814 -0.1579  0.02
H: 1.1321 0.5330 6.0684  0.00
H: 0.4113 -0.8587 5.2288  0.00
H: -0.1845 0.7726 4.8947  0.00
H: 3.2760 1.3371 5.1746  0.00
H: 4.5133 1.2577 2.7441  0.00
H: 5.0779 -0.4856 1.4017  0.00
H: 5.8644 -0.7103 -0.9384  0.00
H: 4.2218 -0.3110 -2.7971  0.00
H: 1.8785 0.1807 -2.1945  0.00
F: -3.0885 -0.6543 -6.1747  0.00
C: -2.6748 -0.2986 -4.9722  0.01
C: -1.5505 -0.8899 -4.4267  0.00
F: -0.8792 -1.8089 -5.1097  0.00
C: -1.1343 -0.5139 -3.1661  0.01
F: -0.0434 -1.1307 -2.6772  0.02
C: -1.8097 0.4373 -2.4279  0.00
S: -1.2653 0.9587 -0.7864  0.04
C: -2.9409 1.0154 -2.9939  0.01
F: -3.6452 1.9212 -2.3265  0.00
C: -3.3737 0.6565 -4.2545  0.00
F: -4.4549 1.2152 -4.7784  0.00
Br: -4.8605 2.9982 2.4101  0.04
C: -3.5580 2.4854 1.1254  0.18
C: -2.8515 3.5422 0.5573  0.07
C: -1.8290 3.5120 -0.3760  0.15
N: -1.1499 2.5275 -0.9709  0.11
C: -2.6651 0.3457 0.1304  0.18
C: -3.4916 1.1025 0.9185  0.07
C: -2.7409 -1.1118 0.0375  0.01
C: -3.9437 -1.8074 0.1610  0.03
C: -3.9250 -3.1797 0.0368  0.00
Br: -5.5213 -4.1489 0.1904  0.00
C: -2.7345 -3.8478 -0.2217  0.03
C: -1.5934 -3.0862 -0.3396  0.00
N: -1.5807 -1.7517 -0.2100  0.05
H: -3.1421 4.5340 0.8731  0.00
H: -1.4768 4.4838 -0.7074  0.01
H: -4.1942 0.5201 1.5054  0.00
H: -4.8707 -1.2764 0.3258  0.00
H: -2.7006 -4.9227 -0.3237  0.00
H: -0.6375 -3.5585 -0.5264  0.00

Atoms 1-2, force components in eV/Å:
Co 0.0048 0.2069 0.2540
C 0.0860 0.0239 -0.0820